Below is a cluster of 2 separate species, C3H10N2 in total, with properties calculated with the ωB97M-V functional and the def2-TZVPD basis.

Results
- ΔE to the lowest compared entry with this formula, charge and spin (kJ/mol) = 161.73
- E (eV) = -6251.752
- SMILES = C=N.CNC
- lowest unoccupied orbital energy (eV) = 0.9
- orbital gap (eV) = 9.8
- largest force on an atom (eV/Å) = 2.06

Last column: Mulliken charge in e.
Element x y z (Å)
C (-1.70, 2.65, 1.15)  -0.213
N (-1.40, 3.02, -0.01)  -0.514
H (-2.03, 3.42, 1.86)  0.242
H (-1.47, 1.74, 1.72)  0.191
H (-1.09, 2.21, -0.57)  0.297
C (0.34, -1.73, -1.47)  -0.827
N (0.46, -0.68, -0.45)  -0.278
C (1.43, -0.99, 0.58)  -0.807
H (1.00, -1.51, -2.29)  0.254
H (0.61, -2.71, -1.08)  0.273
H (-0.68, -1.81, -1.84)  0.316
H (-0.46, -0.45, -0.11)  0.217
H (1.43, -2.06, 0.79)  0.287
H (1.16, -0.44, 1.47)  0.304
H (2.43, -0.67, 0.27)  0.258



Below is a cluster of 3 separate species, C17H36Br2N3O5 in total, with properties calculated with the ωB97M-V functional and the def2-TZVPD basis.

Results
- charge = -1
- ΔE to the lowest compared entry with this formula, charge and spin (kJ/mol) = 0.00
- E (eV) = -173001.757
- lowest unoccupied orbital energy (eV) = 2.0
- orbital gap (eV) = 5.1
- largest force on an atom (eV/Å) = 1.39

Last column: Mulliken charge in e.
Element x y z (Å)
C (-4.06, -3.36, 4.37)  -1.167
C (-3.07, -2.36, 4.97)  1.043
Br (-3.94, -0.56, 5.17)  -0.253
C (-2.39, -2.80, 6.26)  -0.203
Br (-3.72, -3.20, 7.63)  -0.208
C (-1.36, -3.90, 6.09)  -1.218
O (-2.15, -5.21, 5.77)  -0.176
C (-1.73, -5.82, 4.73)  0.700
N (-1.35, -6.39, 3.79)  -0.660
H (-5.04, -2.91, 4.25)  0.367
H (-3.73, -3.67, 3.38)  0.262
H (-4.17, -4.21, 5.02)  0.327
H (-2.27, -2.16, 4.26)  -0.577
H (-1.83, -1.95, 6.64)  0.589
H (-0.87, -3.67, 5.15)  0.227
C (0.98, -1.97, -1.55)  -0.301
O (2.09, -1.89, -0.69)  -0.385
C (2.44, -0.58, -0.29)  -0.092
C (2.03, -0.27, 1.14)  -0.407
N (0.59, -0.11, 1.27)  -0.095
C (0.07, -0.06, 2.64)  -0.919
C (0.39, -1.19, 3.61)  -0.581
O (-0.29, -2.41, 3.37)  -0.367
C (0.22, -3.23, 2.34)  -0.495
H (0.98, -2.97, -2.00)  0.290
H (0.02, -1.85, -1.03)  0.214
H (1.04, -1.23, -2.35)  -0.002
H (2.05, 0.17, -0.98)  -0.183
H (3.54, -0.53, -0.34)  0.398
H (2.51, 0.67, 1.43)  0.342
H (2.44, -1.06, 1.78)  0.220
H (0.12, -0.85, 0.77)  0.079
H (-1.01, 0.00, 2.57)  0.448
H (0.41, 0.87, 3.09)  0.370
H (0.03, -0.87, 4.59)  0.297
H (1.47, -1.37, 3.72)  0.515
H (1.32, -3.23, 2.33)  0.320
H (-0.15, -2.92, 1.35)  0.046
H (-0.13, -4.24, 2.53)  0.289
C (0.17, 2.05, -2.03)  -0.754
O (1.28, 1.86, -2.89)  -0.385
C (0.97, 1.26, -4.14)  -0.795
C (0.97, 2.26, -5.28)  -0.220
N (-0.16, 3.17, -5.22)  -0.296
C (-0.10, 4.32, -6.12)  -0.767
C (1.11, 5.26, -6.07)  -0.441
O (1.19, 6.09, -4.94)  -0.428
C (1.66, 5.47, -3.76)  -0.463
H (0.56, 2.22, -1.03)  0.213
H (-0.44, 2.91, -2.31)  0.369
H (-0.47, 1.16, -2.00)  0.345
H (0.02, 0.72, -4.08)  0.403
H (1.76, 0.53, -4.34)  0.336
H (0.92, 1.70, -6.22)  0.375
H (1.94, 2.77, -5.26)  0.162
H (-0.30, 3.49, -4.27)  0.136
H (-0.98, 4.93, -5.92)  0.382
H (-0.19, 3.96, -7.14)  0.392
H (1.01, 5.94, -6.92)  0.345
H (2.06, 4.72, -6.22)  0.340
H (2.47, 4.76, -3.97)  0.249
H (0.86, 4.95, -3.22)  0.127
H (2.05, 6.25, -3.11)  0.316



Below is the molecule C5H7NO2, with properties calculated with the ωB97M-V functional and the def2-TZVPD basis.

Results
- ΔE to the lowest compared entry with this formula, charge and spin (kJ/mol) = 581.07
- E (eV) = -10877.595
- SMILES = C=CC(=C)N(O)C=O
- lowest unoccupied orbital energy (eV) = 0.3
- orbital gap (eV) = 8.7
- largest force on an atom (eV/Å) = 6.23

Last column: Mulliken charge in e.
Element x y z (Å)
C (-0.72, 2.06, -0.25)  -0.864
C (-0.32, 0.91, -0.82)  -0.132
C (0.43, 0.04, 0.15)  0.316
C (1.41, 0.60, 0.89)  -0.695
N (0.23, -1.23, -0.06)  0.257
O (0.89, -2.08, 0.61)  -0.495
C (-0.91, -1.58, -0.66)  0.127
O (-1.78, -0.81, -1.13)  -0.561
H (-0.16, 2.19, 0.81)  0.186
H (-1.09, 2.94, -0.74)  0.297
H (-0.70, 0.48, -1.75)  0.414
H (2.09, -0.19, 1.48)  0.227
H (1.28, 1.81, 0.81)  0.250
H (0.43, -2.39, 1.43)  0.357
H (-1.08, -2.76, -0.78)  0.315



Below is the molecule C9H14N2, with properties calculated with the ωB97M-V functional and the def2-TZVPD basis.

Results
- ΔE to the lowest compared entry with this formula, charge and spin (kJ/mol) = 0.00
- E (eV) = -12540.435
- SMILES = Cc1cc(N)nc(C(C)C)c1
- lowest unoccupied orbital energy (eV) = 1.0
- orbital gap (eV) = 9.1
- largest force on an atom (eV/Å) = 3.26

Last column: Mulliken charge in e.
Element x y z (Å)
C (1.35, 3.04, -0.43)  -1.374
C (0.73, 1.71, -0.54)  1.132
C (1.08, 0.90, -1.60)  -0.715
C (0.54, -0.42, -1.52)  0.584
N (0.81, -1.30, -2.54)  -0.503
N (-0.17, -0.96, -0.55)  -0.526
C (-0.33, -0.12, 0.53)  0.309
C (-0.95, -0.72, 1.74)  0.609
C (-2.49, -0.93, 1.64)  -1.429
C (-0.35, -2.03, 2.20)  -1.491
C (0.00, 1.22, 0.51)  -0.934
H (0.69, 3.87, -0.10)  0.348
H (1.78, 3.39, -1.45)  0.285
H (2.12, 3.12, 0.36)  0.287
H (1.65, 1.26, -2.48)  0.229
H (1.59, -1.11, -3.07)  0.196
H (0.53, -2.24, -2.32)  0.247
H (-0.86, 0.06, 2.55)  0.225
H (-3.01, 0.00, 1.42)  0.355
H (-2.70, -1.65, 0.81)  0.325
H (-2.78, -1.37, 2.57)  0.402
H (-0.86, -2.36, 3.13)  0.376
H (0.76, -2.20, 2.28)  0.322
H (-0.68, -2.80, 1.50)  0.339
H (-0.21, 1.90, 1.30)  0.401



Below is the molecule C3H3N5, with properties calculated with the ωB97M-V functional and the def2-TZVPD basis.

Results
- ΔE to the lowest compared entry with this formula, charge and spin (kJ/mol) = 284.91
- E (eV) = -10605.914
- SMILES = [H]/N=c1/nccnnn1
- lowest unoccupied orbital energy (eV) = -0.9
- orbital gap (eV) = 9.0
- largest force on an atom (eV/Å) = 3.94

Last column: Mulliken charge in e.
Element x y z (Å)
H (2.68, 0.49, -0.21)  0.280
N (1.97, 0.12, -0.92)  -0.593
C (0.84, 0.62, -0.65)  0.677
N (-0.29, 0.34, -1.42)  -0.460
C (-1.10, -0.39, -0.73)  -0.040
C (-0.93, -0.88, 0.65)  -0.023
N (-0.24, -0.32, 1.50)  -0.234
N (-0.04, 1.02, 1.49)  -0.088
N (0.58, 1.53, 0.54)  -0.256
H (-2.05, -0.73, -1.17)  0.329
H (-1.42, -1.79, 0.93)  0.406